# 1
Below is C10H12N4O4 as an isolated structure at a distorted geometry, with properties calculated with ωB97M-V with the def2-TZVPD basis set.

Geometry as XYZ:
```
30
Properties=species:S:1:pos:R:3:nbo_charge:R:1
N 0.35152 3.44359 -0.25166 -0.28
C 0.11460 2.33712 -0.33960 0.24
C -0.40800 1.12976 -0.32035 -0.34
C -1.87120 0.92008 -0.05727 0.05
C -2.51461 -0.47193 -0.12511 -0.07
C -1.80719 -1.51392 -0.14374 0.04
N -0.56169 -1.48723 -0.27210 -0.46
C 0.14553 -0.15513 -0.61919 0.50
N 1.42586 -0.22269 -0.86815 -0.38
C 2.09927 -1.59893 -1.04504 -0.25
H 1.22641 -1.97330 -1.46786 0.24
H 2.78189 -1.33532 -1.84120 0.21
C 2.61204 -2.44626 0.11372 -0.06
O 3.93349 -1.84895 0.57305 -0.73
H 3.95308 -1.01196 0.64421 0.46
H 1.84073 -2.08695 1.19069 0.17
H 2.62304 -3.50357 0.09660 0.22
C 2.30591 0.85709 -0.69917 -0.32
H 2.01337 1.79760 -1.47475 0.25
H 3.27247 0.66451 -1.09359 0.25
C 2.58268 1.48063 0.52530 -0.08
O 3.62859 0.90610 1.31240 -0.78
H 3.97073 1.30575 2.06670 0.50
H 1.69382 1.40883 1.44396 0.19
H 2.83389 2.72777 0.27974 0.21
H -2.10657 -2.39257 -0.17760 0.21
N -3.92587 -0.59416 0.30045 0.52
O -4.52357 0.77868 0.45238 -0.56
O -4.49029 -1.56346 0.44830 -0.24
H -2.47870 1.80752 0.19916 0.27
```

Spin multiplicity   1
Energy relative to the best compared isomer or geometry (same formula, charge and spin)   922.5 kJ/mol
Highest occupied orbital energy   -0.3381 Eh
E_tot   -907.77973 a.u.

# 2
Below is C5H10O as an isolated structure at a distorted geometry, with properties calculated with ωB97M-V with the def2-TZVPD basis set.

Geometry as XYZ:
```
16
Properties=species:S:1:pos:R:3:nbo_charge:R:1
O -1.38530 0.83240 -1.15555 -0.71
C -0.51231 -0.32556 -1.79383 -0.24
C 0.47206 -0.86323 -0.86500 0.01
C 0.71120 -0.02193 0.47621 -0.31
C 0.34497 1.47254 0.53651 -0.65
C -0.29279 -0.84630 1.46753 -0.58
H -1.34489 -0.97785 -2.25053 0.28
H 1.33267 -1.48639 -1.11489 0.21
H 0.01535 0.27482 -2.57002 0.25
H 1.72970 -0.08518 0.87526 0.26
H 0.93219 2.24842 -0.08855 0.21
H 0.22178 1.83690 1.63313 0.21
H -0.73316 1.10612 -0.30708 0.41
H 0.19896 -1.83527 1.69769 0.21
H -0.46898 -0.27713 2.43710 0.22
H -1.22144 -1.05236 1.02203 0.22
```

Spin multiplicity   1
Energy relative to the best compared isomer or geometry (same formula, charge and spin)   696.4 kJ/mol
Highest occupied orbital energy   -0.2558 Eh
E_tot   -271.48738 a.u.

# 3
Below is C25H12F5N7OReS2Se2 as an isolated structure, with properties calculated with ωB97M-V with the def2-TZVPD basis set.

Geometry as XYZ:
```
55
Properties=species:S:1:pos:R:3:nbo_charge:R:1
Re 0.41289 0.85046 -0.12464 0.97
Se -6.04984 4.93157 -0.63215 0.91
N -5.15923 4.21829 0.73959 -0.59
C -4.18957 3.52033 0.22969 0.12
C -3.21965 2.76452 1.04435 -0.01
C -3.30416 2.63475 2.40766 -0.16
C -2.33521 1.87098 3.07645 -0.25
C -1.31986 1.29106 2.37364 0.06
N -1.20446 1.41505 1.01688 -0.50
C -2.17231 2.13345 0.35782 0.11
C -2.05750 2.15403 -1.06032 0.19
N -0.96276 1.49015 -1.55759 -0.51
C -0.90632 1.33682 -2.91487 0.03
C -1.82971 1.87736 -3.76351 -0.25
C -2.89655 2.63376 -3.25195 -0.16
C -3.01067 2.75962 -1.89118 -0.08
C -4.09244 3.51072 -1.22255 0.12
N -4.98788 4.19704 -1.86490 -0.59
H -4.11809 3.11229 2.93839 0.24
H -2.38160 1.72314 4.14629 0.24
H -0.55263 0.70895 2.86133 0.24
H -0.07681 0.75151 -3.28615 0.22
H -1.72503 1.70924 -4.82693 0.23
H -3.62418 3.10755 -3.89811 0.24
F -0.62819 -5.52224 4.73178 -0.28
C -0.12049 -4.83679 3.71008 0.27
C -0.60050 -3.58167 3.40748 0.31
F -1.56217 -3.04242 4.15917 -0.29
C -0.08213 -2.87690 2.33842 0.32
F -0.57951 -1.65403 2.12851 -0.30
C 0.91090 -3.40543 1.52993 -0.29
S 1.64629 -2.63388 0.11650 0.02
C 1.39423 -4.66006 1.88073 0.34
F 2.37823 -5.21982 1.16672 -0.29
C 0.89836 -5.37211 2.95227 0.27
F 1.38656 -6.57691 3.25094 -0.28
S 2.97627 -0.39022 3.72742 -0.17
C 2.18150 0.08154 2.40698 0.20
N 1.60875 0.40437 1.43077 -0.71
N 5.13615 -1.97624 -1.24010 -0.80
C 5.41618 -0.81152 -1.87190 0.66
O 6.52715 -0.50796 -2.26091 -0.60
C 4.26791 0.14356 -2.06188 -0.17
C 4.37676 1.12358 -3.03293 -0.09
C 3.36416 2.06001 -3.14842 -0.25
C 2.27869 1.97909 -2.30088 0.05
N 2.15291 1.01529 -1.37755 -0.47
C 3.15229 0.13112 -1.24590 0.08
H 5.89730 -2.61584 -1.08905 0.41
H 4.20030 -2.29384 -1.05218 0.41
H 5.25998 1.14772 -3.65879 0.25
H 3.40700 2.84909 -3.88640 0.23
H 1.47683 2.70326 -2.35266 0.21
H 3.04235 -0.57993 -0.43927 0.24
Se 0.12265 -1.48875 -0.98675 -0.08
```

Spin multiplicity   2
Energy relative to the best compared isomer or geometry (same formula, charge and spin)   62.9 kJ/mol
Highest occupied orbital energy (spin up / spin down)   -0.2749 / -0.2397 Eh
E_tot   -7595.32808 a.u.

# 4
Below is C20H29NO4 as an isolated structure at a distorted geometry, with properties calculated with ωB97M-V with the def2-TZVPD basis set.

Geometry as XYZ:
```
54
Properties=species:S:1:pos:R:3:nbo_charge:R:1
C -0.09334 -1.14980 -1.81192 -0.59
C 0.34601 -2.16883 -0.80746 -0.43
C -0.80396 -3.01950 -0.48744 -0.42
C -1.72354 -2.73495 0.74181 -0.41
C -2.50681 -1.55643 0.49710 -0.41
C -3.65159 -1.47423 -0.39457 -0.41
H -4.32426 -2.39232 -0.16357 0.22
H -3.14598 -1.42163 -1.55096 0.17
C -4.53489 -0.11723 -0.48087 -0.16
N -3.67840 1.02930 -0.53261 -0.71
C -3.70998 2.21195 0.45400 0.65
O -4.35836 2.06617 1.38509 -0.52
C -2.72934 3.01699 -0.05208 -0.14
O -1.62937 2.93840 -0.71159 -0.47
C -0.58976 2.22405 -0.27638 0.27
C 0.51721 2.14150 -0.76737 -0.22
C 1.77379 1.42720 -0.31792 -0.19
C 1.67728 0.97505 0.99602 0.32
C 0.63738 1.19577 1.58602 -0.25
C -0.62707 1.73959 1.25204 -0.14
H -1.53732 1.71966 1.64795 0.21
H 0.39921 0.75198 2.79353 0.22
O 2.76977 0.54128 1.54822 -0.48
C 3.87501 0.22612 0.86435 0.30
C 3.72723 -0.94625 -0.34709 -0.61
H 3.01438 -0.96967 -0.84244 0.16
H 4.65212 -1.56587 -0.63447 0.24
H 3.49988 -1.76464 0.53796 0.19
C 4.12548 1.30805 -0.15097 -0.54
C 3.02819 1.57990 -1.06184 0.56
O 3.08020 1.98305 -2.36368 -0.57
H 4.37034 2.22742 0.18908 0.23
H 5.10481 1.17708 -0.86636 0.25
C 5.06564 -0.11399 1.66202 -0.58
H 5.98194 -0.25649 1.16077 0.23
H 4.91458 -0.60711 2.39719 0.20
H 5.23119 0.92634 2.10104 0.20
H 0.62170 2.61878 -1.61745 0.23
H -2.45488 3.75528 0.99349 0.17
H -3.45955 4.02454 -0.44537 0.26
H -3.07379 1.11883 -1.19272 0.36
H -5.12468 -0.00454 0.82047 0.17
H -5.33646 -0.22658 -1.14716 0.19
H -3.06993 -1.31643 1.63250 0.18
H -1.92582 -0.51029 0.39967 0.21
H -0.94765 -2.70172 1.61294 0.21
H -2.41699 -3.60644 1.02249 0.21
H -1.48875 -3.36017 -1.28622 0.20
H -0.52417 -4.00914 -0.35843 0.21
H 0.37460 -1.56185 0.14692 0.21
H 1.06932 -2.70479 -1.19489 0.22
H -0.89453 -0.41700 -1.62681 0.21
H -0.29637 -1.60131 -2.89367 0.19
H 0.80026 -0.64511 -2.05838 0.21
```

Spin multiplicity   1
Energy relative to the best compared isomer or geometry (same formula, charge and spin)   1844.1 kJ/mol
Highest occupied orbital energy   -0.3295 Eh
E_tot   -1134.55424 a.u.

Among the records above, which one has the lowest energy relative to the best compared isomer or geometry (same formula, charge and spin)?
C25H12F5N7OReS2Se2